CH5N4O3 | the ωB97M-V functional and the def2-TZVPD basis

ORCA input file:
```
! wB97M-V def2-TZVPD RIJCOSX def2/J DEFGRID3
* xyz 1 1
C 0.396 1.343 -0.355
O -1.206 -2.387 1.111
N -0.671 -0.232 1.499
H 3.062 1.168 -1.451
N 1.306 1.171 -1.091
H 2.376 -0.309 -2.105
O -2.157 -0.825 -0.012
O -0.478 1.931 0.161
N -1.327 -1.242 0.921
H -1.011 0.750 1.025
H -2.540 -1.418 -0.687
N 2.384 0.434 -1.375
H -0.135 -0.383 2.361
*
```

The calculation puts the HOMO energy at -13.200 eV. Its total energy is -13207.3451 eV. Its gap between HOMO and LUMO is 7.6 eV.

So, what does the natural (NBO) scheme give us? The charges, in e, come out as: 0.77 -0.21 -0.56 0.40 -0.28 0.40 -0.48 -0.57 0.66 0.48 0.56 -0.63 0.46